The following is a DFT calculation (ωB97M-V/def2-TZVPD) of 3 unconnected molecules or ions with the total composition C2H5N2O3 in a non-equilibrium geometry.

Structure (XYZ):
```
12
Properties=species:S:1:pos:R:3:mulliken_charge:R:1
C -1.7609 -0.5912 -0.9172 0.311
C 1.6571 1.3071 1.1442 -0.672
N -2.6532 -3.1736 -0.1577 0.208
N 0.3523 1.0648 -0.8476 -0.125
O -1.8688 -3.9337 -0.3611 -0.078
O -0.6207 -0.5500 -0.7078 -0.194
O 0.4562 1.4955 0.4085 -0.087
H -2.7324 -0.1422 -1.2202 0.400
H 1.9193 2.2230 1.5811 0.276
H 2.4273 1.1103 0.4592 0.358
H 1.5813 0.5000 1.7445 0.310
H 1.2424 0.6898 -1.1260 0.292
```

Total charge: +1
Energy relative to the best compared isomer or geometry (same formula, charge and spin), kcal per mole: 225.9